# 1
This record from the OMol25 dataset describes a cluster of 8 separate species, C57H132N8O13 in total. The level of theory is ωB97M-V/def2-TZVPD.

XYZ file:
```
210
Properties=species:S:1:pos:R:3:lowdin_charge:R:1
C -0.255 1.102 1.147 -0.02
C 0.924 1.005 0.107 -0.46
C 2.329 0.822 0.753 -0.15
C 2.635 -0.635 1.180 -0.14
C 2.383 -1.625 -0.047 -0.13
C 1.037 -1.487 -0.759 -0.50
N 0.734 -0.055 -0.922 -0.14
O -0.301 0.171 -1.804 -0.01
C 1.152 -2.139 -2.183 -0.04
C -0.071 -2.239 -0.039 -0.03
C 1.072 2.392 -0.567 -0.06
H -0.129 0.594 2.103 0.07
H -1.096 0.687 0.592 0.07
H -0.534 2.124 1.403 0.07
H 3.145 1.357 0.268 0.11
H 2.160 1.336 1.699 0.11
H 1.778 -0.847 1.818 0.09
H 3.567 -0.891 1.684 0.11
H 2.541 -2.588 0.439 0.11
H 3.241 -1.551 -0.716 0.11
H 0.316 -2.071 -2.879 0.07
H 1.916 -1.749 -2.854 0.07
H 1.467 -3.177 -2.078 0.08
H -0.908 -2.395 -0.719 0.08
H 0.279 -3.250 0.167 0.08
H -0.446 -1.671 0.813 0.08
H 0.170 2.724 -1.081 0.08
H 1.880 2.436 -1.297 0.08
H 1.332 3.152 0.171 0.08
H 0.132 0.447 -2.616 0.11
C -6.984 -5.228 -12.393 -0.05
C -5.785 -4.929 -11.475 -0.46
C -6.486 -4.794 -10.062 -0.14
C -5.490 -4.746 -8.908 -0.20
C -4.750 -6.087 -8.879 -0.13
C -3.992 -6.354 -10.242 -0.46
N -4.853 -6.111 -11.419 -0.12
O -4.250 -6.394 -12.657 -0.01
C -2.701 -5.437 -10.254 -0.03
C -3.482 -7.804 -10.257 -0.06
C -5.078 -3.609 -11.898 -0.03
H -7.875 -4.693 -12.063 0.08
H -7.204 -6.289 -12.504 0.09
H -6.835 -4.787 -13.379 0.07
H -6.838 -3.767 -9.967 0.12
H -7.198 -5.580 -9.810 0.12
H -5.940 -4.555 -7.934 0.11
H -4.809 -3.918 -9.108 0.10
H -5.338 -6.973 -8.640 0.11
H -4.000 -6.084 -8.088 0.11
H -1.728 -5.929 -10.231 0.07
H -2.713 -4.740 -11.092 0.07
H -2.627 -4.859 -9.334 0.07
H -4.356 -8.453 -10.209 0.08
H -2.978 -8.088 -11.181 0.08
H -2.811 -8.078 -9.443 0.08
H -5.857 -2.901 -12.177 0.08
H -4.552 -3.776 -12.838 0.08
H -4.505 -3.080 -11.136 0.07
H -4.717 -7.104 -13.102 0.10
C -8.945 6.879 2.521 -0.03
C -8.615 8.294 1.913 -0.50
C -8.231 9.215 3.120 -0.12
C -7.349 10.449 2.720 -0.18
C -6.118 10.153 1.852 -0.13
C -6.497 9.126 0.682 -0.41
N -7.427 8.031 1.119 -0.12
O -7.629 7.087 0.092 -0.02
C -6.958 10.008 -0.597 -0.03
C -5.144 8.494 0.259 -0.06
C -9.746 8.896 1.135 -0.03
H -9.713 6.935 3.292 0.08
H -8.079 6.419 2.998 0.08
H -9.201 6.149 1.754 0.07
H -9.088 9.717 3.569 0.11
H -7.790 8.714 3.981 0.11
H -7.054 10.951 3.642 0.11
H -8.069 11.053 2.168 0.09
H -5.284 9.858 2.489 0.11
H -5.755 11.117 1.494 0.11
H -7.432 9.344 -1.320 0.07
H -7.676 10.805 -0.404 0.06
H -6.188 10.566 -1.130 0.07
H -4.406 9.171 -0.171 0.09
H -4.832 7.833 1.067 0.08
H -5.374 7.792 -0.543 0.07
H -9.651 9.962 0.932 0.08
H -10.672 8.758 1.694 0.09
H -9.954 8.399 0.187 0.09
H -6.906 6.474 0.248 0.10
C 0.334 2.071 9.084 -0.12
O 0.933 0.790 9.083 -0.21
C 1.874 0.671 10.223 -0.18
C 2.682 -0.633 10.138 -0.20
N 1.834 -1.839 10.242 -0.07
C 2.378 -3.078 9.718 -0.21
C 3.391 -3.652 10.714 -0.21
O 3.769 -4.995 10.386 -0.19
C 4.534 -5.580 11.363 -0.15
H -0.308 2.067 9.965 0.09
H -0.231 2.147 8.155 0.09
H 1.080 2.863 9.148 0.08
H 1.359 0.695 11.183 0.12
H 2.630 1.452 10.144 0.11
H 3.447 -0.636 10.915 0.12
H 3.105 -0.673 9.134 0.11
H 0.966 -1.722 9.738 0.10
H 2.892 -2.951 8.765 0.11
H 1.603 -3.819 9.519 0.12
H 2.926 -3.744 11.695 0.12
H 4.231 -2.966 10.829 0.12
H 4.797 -6.543 10.926 0.09
H 3.894 -5.774 12.224 0.09
H 5.416 -5.023 11.680 0.09
C -2.091 5.604 -7.509 -0.09
O -0.890 4.845 -7.861 -0.20
C -1.309 3.451 -7.987 -0.22
C -0.087 2.555 -8.320 -0.21
N 0.925 2.692 -7.244 -0.04
C 2.234 2.122 -7.639 -0.22
C 3.324 2.211 -6.620 -0.22
O 3.877 3.547 -6.544 -0.21
C 4.792 3.846 -5.454 -0.10
H -1.932 6.679 -7.592 0.08
H -2.286 5.367 -6.463 0.08
H -2.938 5.337 -8.141 0.08
H -1.978 3.273 -8.828 0.11
H -1.785 3.068 -7.084 0.12
H 0.326 2.749 -9.309 0.11
H -0.516 1.560 -8.440 0.11
H 1.014 3.680 -7.056 0.10
H 2.618 2.360 -8.632 0.12
H 2.046 1.049 -7.668 0.12
H 4.142 1.579 -6.965 0.12
H 3.004 1.953 -5.611 0.12
H 5.125 4.873 -5.607 0.08
H 5.609 3.125 -5.476 0.08
H 4.424 3.879 -4.429 0.07
C -6.639 -2.299 4.064 -0.10
O -6.315 -3.202 5.104 -0.20
C -5.547 -2.654 6.129 -0.24
C -4.956 -3.686 7.119 -0.20
N -3.754 -4.394 6.755 -0.08
C -4.045 -5.080 5.572 -0.24
C -2.953 -6.129 5.294 -0.19
O -2.987 -7.074 6.366 -0.20
C -1.928 -7.959 6.489 -0.13
H -7.481 -2.681 3.486 0.09
H -5.869 -2.088 3.322 0.08
H -6.867 -1.341 4.531 0.08
H -6.227 -1.951 6.610 0.11
H -4.876 -1.846 5.839 0.12
H -5.699 -4.394 7.485 0.12
H -4.709 -3.059 7.975 0.11
H -3.353 -5.026 7.433 0.11
H -4.042 -4.284 4.828 0.13
H -4.954 -5.665 5.710 0.13
H -1.956 -5.733 5.105 0.12
H -3.252 -6.619 4.368 0.11
H -1.829 -8.614 5.623 0.09
H -2.145 -8.529 7.392 0.09
H -0.991 -7.458 6.735 0.09
C 8.082 -5.794 -3.232 -0.14
O 7.046 -6.462 -3.850 -0.18
C 7.480 -6.979 -5.047 -0.24
C 6.294 -7.838 -5.496 -0.21
N 6.709 -8.677 -6.639 -0.06
C 5.602 -9.535 -7.261 -0.16
C 4.913 -10.456 -6.259 -0.27
O 5.889 -11.026 -5.439 -0.22
C 5.289 -11.989 -4.489 -0.05
H 7.757 -5.403 -2.268 0.09
H 8.302 -4.918 -3.844 0.09
H 9.013 -6.305 -2.989 0.09
H 8.259 -7.724 -4.878 0.13
H 7.656 -6.135 -5.714 0.13
H 5.377 -7.325 -5.788 0.12
H 6.036 -8.483 -4.657 0.11
H 7.392 -9.292 -6.219 0.08
H 6.017 -10.093 -8.101 0.11
H 4.927 -8.819 -7.732 0.11
H 4.312 -11.151 -6.846 0.12
H 4.333 -9.873 -5.544 0.11
H 4.655 -11.435 -3.796 0.09
H 6.061 -12.535 -3.946 0.08
H 4.892 -12.820 -5.071 0.08
C 11.590 7.069 11.010 -0.13
O 10.279 7.125 10.575 -0.20
C 9.831 8.323 9.986 -0.21
C 8.612 8.081 9.035 -0.19
N 9.024 7.240 7.904 -0.05
C 7.839 6.652 7.181 -0.17
C 7.251 7.726 6.247 -0.20
O 6.427 8.633 6.976 -0.20
C 5.582 9.351 6.214 -0.17
H 11.817 6.183 11.603 0.09
H 11.831 7.851 11.730 0.08
H 12.248 7.284 10.168 0.09
H 10.663 8.818 9.485 0.12
H 9.546 8.965 10.819 0.12
H 8.271 9.041 8.648 0.11
H 7.817 7.655 9.647 0.11
H 9.644 6.556 8.314 0.09
H 7.017 6.363 7.835 0.11
H 8.163 5.731 6.697 0.11
H 6.652 7.261 5.464 0.12
H 8.050 8.320 5.802 0.12
H 6.058 9.863 5.377 0.09
H 4.983 9.958 6.892 0.09
H 4.758 8.770 5.801 0.08
```

Results
* energy above the lowest of the compared OMol25 structures with the same formula, charge and spin: 6.650 eV
* HOMO energy: -7.965 eV
* M: 1137.7 g mol⁻¹
* SMILES string: CC1(C)CCCC(C)(C)N1O.CC1(C)CCCC(C)(C)N1O.CC1(C)CCCC(C)(C)N1O.COCCNCCOC.COCCNCCOC.COCCNCCOC.COCCNCCOC.COCCNCCOC
* orbital gap: 8.439 eV
* largest force on an atom: 3.17 eV Å⁻¹
* charge: 0


# 2
This record from the OMol25 dataset describes the molecule C6H7NO. The level of theory is ωB97M-V/def2-TZVPD.

XYZ file:
```
15
Properties=species:S:1:pos:R:3:lowdin_charge:R:1
C -0.416 -0.343 -1.169 -0.24
C -1.268 -0.419 0.034 -0.18
C -0.309 -0.247 1.260 -0.18
C 0.961 -0.606 -0.489 -0.25
C 1.556 0.610 0.149 -0.06
C 0.730 0.861 1.122 -0.08
H -2.082 0.916 -1.306 0.13
H -0.687 -0.656 -2.331 0.20
H -2.288 -0.827 -0.218 0.16
H -0.699 -0.637 2.296 0.18
H 1.754 -1.191 -1.057 0.16
H 2.381 1.323 -0.271 0.15
H 0.859 1.651 1.973 0.14
N -1.141 0.836 -0.782 0.01
O 0.649 -1.271 0.790 -0.14
```

Results
* energy above the lowest of the compared OMol25 structures with the same formula, charge and spin: 4.766 eV
* HOMO energy: -8.881 eV
* M: 109.1 g mol⁻¹
* SMILES string: C1=C[C@H]2O[C@@H]1[C@H]1N[C@H]12
* orbital gap: 9.745 eV
* largest force on an atom: 5.61 eV Å⁻¹
* charge: 0


# 3
This record from the OMol25 dataset describes the ion C18H20NO with charge +1. The level of theory is ωB97M-V/def2-TZVPD.

XYZ file:
```
40
Properties=species:S:1:pos:R:3:lowdin_charge:R:1
C 3.352 3.757 2.356 -0.06
C 1.975 4.016 2.288 -0.07
C 1.083 2.991 1.974 -0.02
C 1.556 1.689 1.682 -0.15
C 0.667 0.636 1.221 -0.18
O 1.313 -0.545 0.992 0.06
C 0.599 -1.700 0.711 -0.17
C -0.777 -1.686 0.521 -0.13
C -1.494 -2.886 0.633 -0.02
C -0.804 -4.085 0.768 -0.06
C 0.594 -4.092 0.848 -0.04
C 1.301 -2.893 0.869 0.03
C -1.496 -0.373 0.519 -0.27
C -0.661 0.764 0.969 0.03
C 2.935 1.425 1.833 -0.01
C 3.824 2.451 2.137 -0.06
H 4.056 4.568 2.558 0.11
H 1.596 5.028 2.454 0.11
H 0.009 3.166 1.942 0.10
H -2.588 -2.849 0.667 0.12
H -1.360 -5.022 0.834 0.12
H 1.129 -5.032 0.979 0.12
H 2.364 -2.848 1.098 0.13
H -2.373 -0.439 1.173 0.17
H -1.181 1.687 1.230 0.12
H 3.312 0.410 1.704 0.12
H 4.894 2.236 2.183 0.11
C -1.644 -0.027 -4.585 -0.09
C -2.188 -0.062 -3.174 -0.25
C -1.203 -0.020 -2.016 -0.10
N -2.068 -0.093 -0.769 0.07
H -2.491 -0.109 -5.277 0.09
H -1.124 0.910 -4.809 0.09
H -0.967 -0.864 -4.781 0.09
H -2.883 0.778 -3.054 0.12
H -2.794 -0.972 -3.067 0.12
H -0.518 -0.865 -2.001 0.14
H -0.636 0.903 -1.923 0.14
H -2.798 -0.784 -0.965 0.17
H -2.510 0.830 -0.726 0.19
```

Results
* energy above the lowest of the compared OMol25 structures with the same formula, charge and spin: 0.000 eV
* HOMO energy: -11.539 eV
* M: 266.4 g mol⁻¹
* SMILES string: CCC[NH2+][C@@H]1C=C(c2ccccc2)Oc2ccccc21
* orbital gap: 8.621 eV
* largest force on an atom: 2.75 eV Å⁻¹
* charge: +1